# 1
Entry from the Open Molecules 2025 dataset: a molecular structure, C39H38ErN3O4P2 at a distorted geometry (ωB97M-V/def2-TZVPD).

Structure (XYZ):
```
87
Properties=species:S:1:pos:R:3:lowdin_charge:R:1
Er 0.606 0.239 0.510 1.324
O 6.535 -1.299 1.667 0.209
C 5.812 -0.494 0.939 -0.461
O 6.015 0.699 0.895 0.110
C 4.702 -1.039 0.089 -0.047
C 4.648 -1.450 -1.229 0.034
N 3.346 -1.538 -1.563 0.047
N 2.536 -1.200 -0.550 0.040
C 3.352 -0.903 0.465 -0.177
C 2.916 -0.549 1.878 -0.580
O 3.798 -0.376 2.694 0.143
O 1.656 -0.464 2.051 -0.157
H 6.239 -2.218 1.723 0.156
H 5.428 -1.682 -1.926 0.149
H 2.965 -1.832 -2.452 0.167
C -3.356 0.055 -0.850 -0.460
P -1.618 -0.535 -0.905 0.942
C -1.670 -2.256 -0.284 -0.395
C -0.957 -2.553 0.881 -0.135
C -0.957 -3.844 1.382 -0.047
C -1.648 -4.844 0.713 -0.042
C -2.344 -4.554 -0.451 -0.044
C -2.363 -3.264 -0.951 -0.074
C -1.306 -0.819 -2.680 -0.377
C -0.133 -1.530 -2.949 -0.125
C 0.252 -1.770 -4.253 -0.071
C -0.517 -1.278 -5.298 -0.053
C -1.679 -0.572 -5.037 -0.049
C -2.083 -0.342 -3.730 -0.068
P -4.114 0.674 0.792 1.088
C -5.195 -0.751 1.177 -0.407
C -4.774 -2.076 1.250 -0.114
C -5.689 -3.082 1.498 -0.062
C -7.032 -2.782 1.659 -0.057
C -7.461 -1.468 1.574 -0.061
C -6.548 -0.455 1.339 -0.100
C -2.635 0.473 1.890 -0.406
C -2.538 -0.453 2.929 -0.064
C -1.481 -0.398 3.825 -0.039
C -0.522 0.602 3.734 -0.067
C -0.618 1.564 2.725 -0.146
C -1.669 1.491 1.803 -0.193
H -4.002 -0.732 -1.258 0.066
H -3.393 0.919 -1.525 0.036
H -0.429 -1.757 1.434 0.053
H -0.421 -4.068 2.291 0.119
H -1.638 -5.850 1.100 0.118
H -2.871 -5.337 -0.973 0.120
H -2.916 -3.034 -1.851 0.123
H 0.446 -1.922 -2.113 0.079
H 1.141 -2.346 -4.464 0.106
H -0.212 -1.451 -6.318 0.116
H -2.280 -0.197 -5.851 0.118
H -3.006 0.190 -3.551 0.102
H -3.734 -2.329 1.116 0.075
H -5.352 -4.106 1.560 0.108
H -7.742 -3.573 1.846 0.114
H -8.508 -1.234 1.685 0.114
H -6.881 0.571 1.277 0.098
H -3.308 -1.200 3.061 0.108
H -1.429 -1.116 4.631 0.125
H 0.261 0.666 4.475 0.127
H 0.034 2.439 2.743 0.124
H -1.823 2.311 1.100 0.115
C 4.414 2.402 -1.012 -0.003
N 4.585 2.938 0.346 -0.176
C 5.344 4.198 0.294 0.014
C 3.277 3.043 1.085 -0.067
C 2.111 3.412 0.187 -0.283
C 1.958 4.751 -0.165 -0.043
C 0.969 5.142 -1.049 -0.050
C 0.142 4.180 -1.599 -0.067
C 0.274 2.854 -1.212 -0.155
C 1.246 2.396 -0.290 -0.216
H 5.382 2.113 -1.414 0.115
H 3.965 3.154 -1.657 0.117
H 3.757 1.533 -0.985 0.083
H 5.175 2.240 0.849 0.130
H 4.821 4.926 -0.324 0.103
H 6.330 4.013 -0.131 0.118
H 5.477 4.604 1.294 0.115
H 3.409 3.785 1.875 0.141
H 3.089 2.068 1.555 0.114
H 2.608 5.498 0.267 0.115
H 0.855 6.182 -1.307 0.117
H -0.610 4.465 -2.320 0.113
H -0.405 2.129 -1.679 0.069
```

Kohn-Sham gap (spin up / spin down): 8.0 / 8.1 eV
net charge: +2
spin multiplicity: 4

=====

# 2
Entry from the Open Molecules 2025 dataset: a molecular structure, C39H38MnN3O4PS (ωB97M-V/def2-TZVPD).

Structure (XYZ):
```
87
Properties=species:S:1:pos:R:3:lowdin_charge:R:1
Mn 0.221 0.127 -0.491 0.761
O -0.934 3.736 -0.832 -0.233
S -0.942 2.458 -0.212 0.554
O -1.340 1.313 -1.100 -0.380
O 0.381 1.982 0.317 -0.368
C -2.059 2.481 1.160 -0.260
C -2.697 3.681 1.430 -0.036
C -3.572 3.761 2.503 -0.040
C -3.801 2.645 3.292 -0.040
C -3.161 1.446 3.009 -0.068
C -2.277 1.340 1.943 -0.311
P -1.496 -0.278 1.562 1.112
C -0.726 -0.774 3.128 -0.357
C -0.441 -2.118 3.375 -0.107
C 0.230 -2.492 4.528 -0.083
C 0.643 -1.528 5.437 -0.075
C 0.396 -0.188 5.181 -0.065
C -0.280 0.190 4.030 -0.076
C -2.938 -1.357 1.305 -0.345
C -3.417 -1.447 -0.002 -0.102
C -4.509 -2.247 -0.299 -0.065
C -5.136 -2.962 0.711 -0.065
C -4.680 -2.861 2.019 -0.065
C -3.587 -2.061 2.318 -0.085
H -2.505 4.539 0.801 0.118
H -4.073 4.695 2.717 0.117
H -4.482 2.703 4.131 0.116
H -3.352 0.579 3.630 0.114
H -0.760 -2.881 2.674 0.100
H 0.429 -3.539 4.719 0.111
H 1.164 -1.821 6.339 0.111
H 0.725 0.569 5.880 0.111
H -0.472 1.239 3.844 0.109
H -2.937 -0.878 -0.791 0.086
H -4.869 -2.312 -1.318 0.113
H -5.987 -3.590 0.482 0.110
H -5.180 -3.403 2.811 0.110
H -3.245 -1.987 3.342 0.105
N -2.520 -6.361 -1.945 0.173
C -3.348 -7.186 -2.672 -0.187
C -3.735 -8.514 -2.508 -0.017
C -4.598 -9.022 -3.455 -0.080
C -5.062 -8.242 -4.530 -0.080
C -4.675 -6.930 -4.688 -0.008
C -3.801 -6.395 -3.739 -0.220
N -3.256 -5.131 -3.654 0.188
C -2.507 -5.149 -2.586 -0.285
C -1.750 -3.987 -2.125 -0.111
C -1.008 -3.975 -0.946 0.023
C -0.362 -2.819 -0.565 -0.111
N -0.414 -1.697 -1.291 -0.032
C -1.099 -1.709 -2.445 -0.098
C -1.774 -2.822 -2.891 0.024
H -2.018 -6.613 -1.113 0.153
H -3.379 -9.120 -1.685 0.111
H -4.927 -10.049 -3.373 0.106
H -5.737 -8.690 -5.246 0.105
H -5.026 -6.326 -5.513 0.115
H -0.931 -4.843 -0.305 0.116
H 0.218 -2.767 0.348 0.101
H -1.107 -0.782 -3.004 0.121
H -2.330 -2.801 -3.816 0.124
C 2.698 2.152 -1.967 0.010
C 1.808 1.388 -2.890 -0.420
C 1.786 1.762 -4.337 0.013
O 1.072 0.490 -2.490 -0.017
H 3.701 2.221 -2.389 0.101
H 2.727 1.700 -0.978 0.066
H 2.315 3.174 -1.886 0.113
H 2.727 2.196 -4.667 0.091
H 1.005 2.519 -4.460 0.110
H 1.518 0.901 -4.946 0.096
C 4.392 -2.870 0.885 -0.046
C 3.967 -1.561 1.564 -0.623
C 5.085 -0.518 1.437 -0.045
C 3.658 -1.816 3.045 -0.045
C 2.756 -1.048 0.908 -0.076
C 1.779 -0.584 0.359 -0.070
H 5.294 -3.256 1.363 0.089
H 4.603 -2.710 -0.172 0.088
H 3.609 -3.625 0.970 0.083
H 5.986 -0.885 1.931 0.089
H 4.792 0.423 1.904 0.089
H 5.319 -0.325 0.389 0.086
H 4.550 -2.196 3.547 0.091
H 2.859 -2.550 3.154 0.074
H 3.343 -0.897 3.540 0.087
```

ΔE to the lowest compared entry with this formula, charge and spin: 0.0 kcal per mole
Kohn-Sham gap (spin up / spin down): 6.9 / 7.5 eV
net charge: +1
spin multiplicity: 5

=====

# 3
Entry from the Open Molecules 2025 dataset: a molecular structure, C39H39BBrN9OsSSb at a distorted geometry (ωB97M-V/def2-TZVPD).

Structure (XYZ):
```
92
Properties=species:S:1:pos:R:3:lowdin_charge:R:1
Os 0.815 -0.244 -0.440 1.450
C 3.263 2.269 -0.881 -0.001
C 3.735 0.882 -0.618 -0.289
C 5.029 0.375 -0.609 0.053
C 4.903 -0.959 -0.270 0.001
N 3.608 -1.245 -0.074 0.024
N 2.884 -0.118 -0.304 -0.101
B 2.926 -2.568 0.363 -0.610
N 2.168 -3.130 -0.850 0.019
C 2.293 -4.200 -1.662 -0.011
C 1.248 -4.208 -2.557 0.043
C 0.486 -3.073 -2.250 -0.308
C -0.761 -2.583 -2.897 -0.006
N 1.056 -2.435 -1.219 -0.020
N 1.864 -2.224 1.455 0.026
C 1.651 -2.866 2.609 0.007
C 0.644 -2.230 3.311 0.053
C 0.245 -1.172 2.509 -0.281
C -0.787 -0.145 2.819 -0.042
N 0.979 -1.189 1.365 -0.124
N 3.983 -3.492 1.010 0.052
C 4.304 -4.858 0.845 0.051
C 5.261 -5.181 1.735 0.078
C 5.505 -3.960 2.451 -0.178
C 6.420 -3.724 3.549 0.040
N 4.682 -2.959 1.963 0.206
H 3.879 2.977 -0.328 0.110
H 3.352 2.526 -1.938 0.102
H 2.225 2.394 -0.566 0.057
H 5.947 0.903 -0.810 0.139
H 5.674 -1.705 -0.176 0.142
H 3.119 -4.888 -1.594 0.124
H 1.050 -4.939 -3.323 0.136
H -1.363 -3.427 -3.229 0.107
H -1.344 -1.984 -2.200 0.024
H -0.536 -1.979 -3.779 0.091
H 2.214 -3.740 2.891 0.144
H 0.257 -2.501 4.278 0.139
H -0.869 -0.022 3.897 0.110
H -0.518 0.815 2.379 0.054
H -1.762 -0.471 2.448 0.064
H 3.805 -5.481 0.123 0.127
H 5.752 -6.130 1.878 0.149
H 7.069 -4.575 3.738 0.115
H 7.005 -2.809 3.384 0.129
H 5.852 -3.497 4.467 0.139
S -1.474 0.176 -0.432 0.280
Sb -3.065 1.823 0.462 1.540
C -4.332 0.477 1.561 -0.364
C -4.607 0.667 2.907 -0.110
C -5.428 -0.255 3.546 -0.031
C -5.943 -1.332 2.838 -0.019
C -5.663 -1.497 1.488 -0.036
C -4.850 -0.586 0.829 -0.125
C -4.014 2.501 -1.325 -0.358
C -3.608 2.056 -2.577 -0.144
C -4.280 2.532 -3.693 -0.049
C -5.338 3.422 -3.547 -0.020
C -5.730 3.853 -2.286 -0.027
C -5.066 3.393 -1.158 -0.101
C -2.048 3.421 1.479 -0.354
C -2.223 3.613 2.842 -0.108
C -1.651 4.734 3.430 -0.029
C -0.912 5.621 2.658 -0.019
C -0.739 5.403 1.296 -0.042
C -1.314 4.297 0.688 -0.126
H -4.237 1.517 3.462 0.088
H -5.669 -0.115 4.591 0.129
H -6.583 -2.045 3.342 0.131
H -6.084 -2.327 0.936 0.127
H -4.648 -0.699 -0.230 0.102
H -2.802 1.340 -2.688 0.060
H -3.986 2.200 -4.680 0.120
H -5.867 3.771 -4.423 0.130
H -6.554 4.544 -2.175 0.131
H -5.373 3.733 -0.175 0.116
H -2.795 2.929 3.452 0.086
H -1.793 4.913 4.487 0.130
H -0.476 6.496 3.120 0.131
H -0.169 6.104 0.701 0.125
H -1.212 4.149 -0.381 0.096
Br 1.171 2.169 -6.739 0.946
C 1.071 1.539 -4.983 -0.641
C 0.293 2.199 -4.028 -0.055
C 0.261 1.713 -2.745 -0.155
N 0.938 0.610 -2.353 -0.176
C 1.700 -0.011 -3.282 -0.117
C 1.786 0.408 -4.588 -0.051
H -0.271 3.084 -4.288 0.129
H -0.306 2.233 -1.985 0.079
H 2.270 -0.873 -2.959 0.117
H 2.410 -0.128 -5.289 0.131
```

ΔE to the lowest compared entry with this formula, charge and spin: 13.3 kcal per mole
Kohn-Sham gap (spin up / spin down): 7.5 / 4.9 eV
net charge: +4
spin multiplicity: 6

=====

# 4
Entry from the Open Molecules 2025 dataset: a molecular structure, C39H40AlO24 (ωB97M-V/def2-TZVPD).

Structure (XYZ):
```
104
Properties=species:S:1:pos:R:3:lowdin_charge:R:1
C 5.595 -0.156 -5.026 -0.079
C 4.211 0.134 -5.571 -0.304
O 3.436 0.734 -4.561 -0.158
C 2.072 0.878 -4.932 -0.200
C 1.351 1.616 -3.810 -0.250
O -0.033 1.595 -3.976 -0.267
C -0.528 2.421 -5.073 -0.284
Al -1.723 1.411 -6.395 0.278
C -3.545 2.316 -6.327 -0.279
C -4.395 2.143 -5.073 -0.243
O -5.293 1.002 -5.221 -0.029
C -4.854 -0.176 -4.770 -0.566
C -5.578 -1.332 -5.399 0.019
O -3.977 -0.289 -3.961 0.059
H 6.004 0.745 -4.562 0.075
H 5.549 -0.945 -4.272 0.073
H 6.253 -0.476 -5.837 0.046
H 3.727 -0.797 -5.906 0.120
H 4.272 0.796 -6.448 0.119
H 1.597 -0.105 -5.064 0.135
H 2.004 1.419 -5.885 0.121
H 1.741 2.646 -3.733 0.123
H 1.581 1.097 -2.873 0.122
H -1.055 3.268 -4.601 0.048
H 0.336 2.861 -5.596 0.035
H -1.123 1.576 -7.918 -0.119
H -1.795 -0.164 -6.005 -0.091
H -3.355 3.396 -6.428 0.042
H -4.163 2.040 -7.192 0.041
H -3.809 1.984 -4.164 0.090
H -5.067 2.988 -4.889 0.106
H -6.495 -1.013 -5.890 0.077
H -4.901 -1.753 -6.148 0.093
H -5.786 -2.090 -4.644 0.081
C -1.446 0.890 1.365 0.070
C -1.439 1.638 0.248 -0.217
C -2.257 1.281 -0.986 -0.281
O -2.194 2.084 -1.895 0.127
C -3.038 0.063 -0.979 0.098
C -3.048 -0.678 0.137 -0.215
C -2.260 -0.292 1.373 -0.268
O -2.364 -1.041 2.341 0.047
O -3.742 -1.805 0.263 0.109
O -0.748 2.750 0.095 0.122
H -0.874 1.138 2.248 0.109
H -3.582 -0.193 -1.879 0.110
H -3.604 -2.161 1.162 0.073
H -0.945 3.042 -0.826 0.125
C 8.063 -4.107 -5.683 0.078
C 8.864 -5.178 -5.590 -0.232
C 10.038 -5.408 -6.526 -0.313
O 10.692 -6.417 -6.324 0.094
C 10.301 -4.448 -7.570 0.067
C 9.500 -3.375 -7.666 -0.231
C 8.334 -3.138 -6.719 -0.300
O 7.696 -2.119 -6.908 0.101
O 9.631 -2.424 -8.573 0.118
O 8.726 -6.136 -4.687 0.115
H 7.227 -3.935 -5.019 0.138
H 11.132 -4.622 -8.239 0.133
H 8.911 -1.782 -8.390 0.122
H 9.451 -6.773 -4.864 0.118
C -0.623 0.932 7.889 0.064
C -0.841 0.576 6.611 -0.222
C 0.196 0.800 5.517 -0.294
O -0.137 0.452 4.399 0.102
C 1.456 1.413 5.860 0.076
C 1.665 1.771 7.135 -0.246
C 0.637 1.539 8.228 -0.341
O 0.956 1.905 9.350 0.078
O 2.765 2.356 7.576 0.118
O -1.950 0.014 6.181 0.124
H -1.355 0.782 8.671 0.136
H 2.180 1.582 5.076 0.137
H 2.616 2.512 8.532 0.120
H -1.822 -0.187 5.228 0.108
C -1.465 5.433 6.269 0.077
C -2.688 5.979 6.170 -0.229
C -3.689 5.960 7.314 -0.311
O -4.757 6.506 7.095 0.099
C -3.328 5.312 8.551 0.070
C -2.108 4.761 8.650 -0.225
C -1.100 4.806 7.513 -0.293
O -0.026 4.278 7.751 0.100
O -1.663 4.129 9.722 0.119
O -3.145 6.585 5.090 0.124
H -0.749 5.444 5.460 0.138
H -4.051 5.286 9.354 0.134
H -0.754 3.822 9.512 0.106
H -4.054 6.878 5.309 0.122
C -2.746 -4.340 5.862 0.067
C -2.909 -3.705 4.685 -0.215
C -3.881 -4.215 3.624 -0.285
O -3.970 -3.546 2.614 0.110
C -4.624 -5.429 3.874 0.073
C -4.447 -6.052 5.047 -0.235
C -3.501 -5.535 6.117 -0.319
O -3.451 -6.199 7.142 0.084
O -5.066 -7.166 5.404 0.109
O -2.254 -2.615 4.358 0.107
H -2.065 -3.986 6.623 0.133
H -5.299 -5.789 3.111 0.135
H -4.736 -7.367 6.306 0.116
H -2.495 -2.304 3.453 0.071
```

Kohn-Sham gap: 4.2 eV
net charge: -1

=====

# 5
Entry from the Open Molecules 2025 dataset: 7 unconnected molecules or ions with the total composition C39H40Br2F4N7O4P at a distorted geometry (ωB97M-V/def2-TZVPD).

Structure (XYZ):
```
97
Properties=species:S:1:pos:R:3:lowdin_charge:R:1
C 4.621 2.235 -0.688 -0.126
C 3.852 0.873 -0.671 -0.648
Br 3.873 -0.106 1.025 0.810
C 3.225 0.412 -1.777 -0.649
Br 3.225 1.332 -3.487 0.893
C 2.444 -0.931 -1.716 -0.189
C 1.076 -0.931 -1.197 -0.159
P 0.148 0.587 -0.640 0.596
N 0.518 1.081 0.788 -0.125
O -1.487 0.189 -0.627 -0.191
O 0.346 1.725 -1.838 -0.198
C 0.387 -2.233 -1.113 0.028
C 1.003 -3.477 -1.561 -0.013
C 0.201 -4.803 -1.432 -0.359
F -0.543 -4.945 -2.609 0.081
F 0.972 -5.900 -1.146 0.116
C -0.885 -4.721 -0.269 -0.228
F -0.236 -4.351 0.915 0.038
F -1.342 -6.009 -0.051 0.063
C 2.356 -3.459 -2.118 0.031
C 3.087 -2.175 -2.173 0.011
C 4.547 -2.182 -2.725 -0.299
O 5.071 -1.260 -3.294 0.082
C 5.350 -3.505 -2.498 0.027
C 4.665 -4.680 -2.462 0.028
C 3.114 -4.695 -2.669 -0.300
O 2.623 -5.619 -3.260 0.131
H 4.982 2.520 0.338 0.073
H 5.543 2.066 -1.305 0.090
H 4.018 3.063 -1.151 0.082
H 1.251 0.466 1.159 -0.067
H -1.847 0.180 -1.534 0.086
H 0.108 1.358 -2.713 0.085
H -0.652 -2.191 -0.702 0.107
H -1.706 -4.002 -0.519 0.159
H 6.461 -3.492 -2.379 0.129
H 5.240 -5.621 -2.326 0.126
N -2.632 3.523 1.543 0.024
C -2.636 4.885 1.685 -0.138
C -1.978 5.423 0.609 -0.124
C -1.566 4.345 -0.216 -0.103
C -1.986 3.186 0.386 -0.143
H -3.040 2.871 2.190 0.150
H -3.105 5.350 2.537 0.109
H -1.813 6.475 0.433 0.090
H -1.024 4.411 -1.146 0.065
H -1.882 2.155 0.093 0.057
N 1.090 4.548 -2.807 0.011
C 1.098 5.908 -2.652 -0.136
C 1.753 6.453 -3.727 -0.109
C 2.152 5.381 -4.566 -0.108
C 1.726 4.219 -3.973 -0.201
H 0.681 3.891 -2.163 0.088
H 0.639 6.369 -1.791 0.104
H 1.927 7.505 -3.892 0.090
H 2.690 5.452 -5.498 0.091
H 1.820 3.190 -4.277 -0.003
N -5.036 6.384 -1.137 0.010
C -6.171 6.116 -1.853 -0.146
C -6.727 7.313 -2.228 -0.120
C -5.892 8.342 -1.724 -0.118
C -4.856 7.738 -1.058 -0.146
H -4.426 5.692 -0.731 0.122
H -6.484 5.101 -2.032 0.102
H -7.632 7.435 -2.803 0.087
H -6.033 9.406 -1.837 0.088
H -4.009 8.153 -0.535 0.101
N -4.660 -4.764 -1.057 -0.004
C -4.879 -4.738 0.296 -0.146
C -6.159 -4.298 0.508 -0.109
C -6.739 -4.054 -0.764 -0.111
C -5.792 -4.353 -1.709 -0.142
H -3.803 -5.043 -1.502 0.129
H -4.105 -5.033 0.987 0.103
H -6.628 -4.166 1.470 0.093
H -7.738 -3.700 -0.963 0.092
H -5.825 -4.309 -2.786 0.105
N 0.340 -5.960 3.138 0.003
C -0.189 -7.040 3.790 -0.139
C 0.112 -6.919 5.123 -0.115
C 0.847 -5.717 5.282 -0.115
C 0.968 -5.146 4.041 -0.144
H 0.276 -5.790 2.149 0.103
H -0.731 -7.800 3.251 0.105
H -0.165 -7.617 5.898 0.089
H 1.241 -5.315 6.202 0.089
H 1.448 -4.234 3.722 0.099
N 3.915 0.401 4.532 -0.007
C 3.373 -0.677 5.179 -0.144
C 3.683 -0.570 6.510 -0.113
C 4.436 0.621 6.674 -0.114
C 4.560 1.200 5.437 -0.141
H 3.849 0.579 3.544 0.035
H 2.817 -1.425 4.637 0.099
H 3.399 -1.268 7.281 0.090
H 4.840 1.011 7.595 0.090
H 5.051 2.107 5.123 0.105
```

Kohn-Sham gap: 6.0 eV
net charge: 0